No. 1
A molecular structure, C29H24AlAsN4S6 in a non-equilibrium geometry. Source: OMol25; level of theory: ωB97M-V/def2-TZVPD.

ORCA input file:
```
! wB97M-V def2-TZVPD RIJCOSX def2/J DEFGRID3
* xyz 0 1
Al 3.248 -19.383 3.066
S 4.988 -20.884 4.060
C 4.813 -21.662 5.642
C 5.880 -22.422 6.119
C 5.834 -23.003 7.369
C 4.694 -22.916 8.143
C 3.630 -22.164 7.703
C 3.644 -21.568 6.449
As 2.037 -20.798 5.680
C 0.692 -22.125 6.205
C 0.593 -23.266 5.404
C -0.501 -24.127 5.532
C -1.423 -23.934 6.556
C -1.301 -22.830 7.386
C -0.252 -21.932 7.221
C 1.664 -19.351 6.982
C 2.639 -18.889 7.865
C 2.312 -17.809 8.664
C 1.072 -17.197 8.604
C 0.120 -17.657 7.719
C 0.437 -18.701 6.887
H 6.747 -22.515 5.446
H 6.669 -23.614 7.719
H 4.637 -23.481 9.068
H 2.747 -22.066 8.327
H 1.299 -23.500 4.623
H -0.526 -25.010 4.900
H -2.207 -24.673 6.727
H -2.029 -22.676 8.167
H -0.190 -20.978 7.775
H 3.595 -19.376 7.939
H 3.092 -17.333 9.295
H 0.837 -16.378 9.286
H -0.893 -17.262 7.677
H -0.313 -19.073 6.176
S -1.958 -21.680 -1.582
C -0.782 -21.268 -0.509
S 0.561 -22.241 0.109
C 1.169 -21.112 1.228
C 0.499 -19.833 1.320
S 1.034 -18.712 2.474
S -0.726 -19.589 0.126
S 2.517 -21.491 2.216
N 5.296 -17.115 0.167
C 5.746 -18.362 -0.212
C 5.147 -19.271 0.618
N 4.314 -18.567 1.517
C 4.446 -17.289 1.202
H 5.448 -16.223 -0.297
H 6.462 -18.524 -1.004
H 5.191 -20.341 0.587
H 3.964 -16.464 1.716
N 3.950 -14.743 7.171
C 3.884 -15.671 6.158
C 4.872 -16.661 5.950
C 4.653 -17.656 5.039
N 3.563 -17.722 4.253
C 2.682 -16.679 4.316
C 2.808 -15.662 5.216
H 4.804 -14.365 7.477
H 3.152 -14.110 7.185
H 5.863 -16.601 6.475
H 5.416 -18.441 4.942
H 1.835 -16.695 3.618
H 2.001 -14.914 5.271
*
```

The total energy is -6205.98867 hartree. As for the relative energy (zero: lowest compared OMol25 entry of this formula, charge and spin): 46.0 kJ/mol. As for the HOMO-LUMO gap: 5.69 eV. As for the HOMO energy: -5.99 eV.


No. 2
A molecular structure, C29H24BrN7O4S3Sc in a non-equilibrium geometry. Source: OMol25; level of theory: ωB97M-V/def2-TZVPD.

ORCA input file:
```
! wB97M-V def2-TZVPD RIJCOSX def2/J DEFGRID3
* xyz 1 1
Sc -0.476 -0.909 1.009
C -3.427 -4.032 -0.171
C -2.390 -2.957 -0.162
N -1.545 -2.805 0.808
N -1.572 -3.723 1.803
C -1.228 -3.311 2.996
N -1.099 -4.257 3.950
S -0.964 -1.663 3.476
C -2.335 -1.971 -1.246
C -3.254 -1.980 -2.288
C -3.193 -0.992 -3.256
C -2.218 -0.016 -3.158
C -1.342 -0.073 -2.089
N -1.376 -1.027 -1.163
H -3.298 -4.658 0.704
H -3.346 -4.645 -1.070
H -4.423 -3.586 -0.143
H -1.412 -5.192 3.749
H -1.061 -3.953 4.906
H -4.013 -2.747 -2.337
H -3.907 -0.978 -4.069
H -2.145 0.792 -3.873
H -0.590 0.696 -1.963
C 2.279 -1.760 3.609
O 1.833 -1.262 2.344
C 2.738 -0.502 1.669
C 3.916 -0.022 2.181
C 4.728 0.784 1.377
Br 6.330 1.480 2.102
C 4.394 1.060 0.084
C 3.211 0.522 -0.462
C 2.340 -0.239 0.338
O 1.200 -0.742 -0.090
C 2.917 0.692 -1.855
N 1.950 0.043 -2.512
C 1.968 0.387 -3.856
C 1.194 -0.008 -4.936
C 1.501 0.553 -6.163
C 2.544 1.474 -6.309
C 3.319 1.866 -5.233
C 3.011 1.304 -4.005
N 3.575 1.458 -2.743
H 2.319 -0.955 4.344
H 3.259 -2.225 3.498
H 1.553 -2.498 3.926
H 4.208 -0.213 3.202
H 5.059 1.667 -0.515
H 1.356 -0.604 -1.998
H 0.393 -0.725 -4.821
H 0.926 0.275 -7.035
H 2.752 1.886 -7.286
H 4.132 2.572 -5.338
H 4.348 2.062 -2.525
O -2.530 -0.088 1.241
S -2.143 1.308 0.983
O -2.483 1.780 -0.327
N -0.528 1.261 1.276
C -0.209 2.087 2.318
S 1.291 2.215 2.976
C -1.379 2.837 2.833
C -1.389 3.825 3.805
C -2.603 4.405 4.144
C -3.789 4.015 3.529
C -3.790 3.033 2.548
C -2.575 2.465 2.232
H -0.463 4.124 4.275
H -2.629 5.180 4.898
H -4.721 4.484 3.813
H -4.701 2.724 2.053
*
```

The total energy is -6333.08178 hartree. As for the relative energy (zero: lowest compared OMol25 entry of this formula, charge and spin): 32.3 kJ/mol. As for the HOMO-LUMO gap: 7.25 eV. As for the HOMO energy: -10.35 eV.


No. 3
2 unconnected molecules or ions with the total composition C29H24F3NO2S in a non-equilibrium geometry. Source: OMol25; level of theory: ωB97M-V/def2-TZVPD.

ORCA input file:
```
! wB97M-V def2-TZVPD RIJCOSX def2/J DEFGRID3
* xyz 0 1
F 3.612 0.511 1.728
C 2.562 -0.325 1.886
F 2.331 -0.989 0.740
F 2.871 -1.234 2.845
S 1.046 0.630 2.379
C -0.191 -0.553 2.782
C -1.524 -0.272 2.346
C -2.460 -1.330 2.150
C -3.808 -1.076 1.914
C -4.267 0.248 1.802
C -3.337 1.298 1.846
C -2.001 1.038 2.075
O 1.450 1.385 3.539
O 0.688 1.299 1.146
H 0.232 -1.559 2.809
H -2.052 -2.343 2.171
H -4.505 -1.912 1.784
H -5.334 0.459 1.688
H -3.642 2.322 1.674
H -1.317 1.869 1.986
C -4.244 -6.488 5.066
N -3.801 -5.662 6.166
C -4.026 -6.272 7.460
C -2.847 -4.657 5.974
C -3.222 -3.393 5.453
C -2.296 -2.366 5.345
C -0.927 -2.582 5.613
C 0.024 -1.497 5.657
C 1.465 -1.684 5.638
C 2.074 -0.573 6.309
C 3.410 -0.602 6.677
C 4.203 -1.676 6.271
C 3.635 -2.751 5.563
C 2.265 -2.761 5.274
C 1.017 0.306 6.769
C -0.245 -0.252 6.366
C -1.410 0.238 6.949
C -1.341 1.318 7.845
C -0.096 1.844 8.233
C 1.090 1.305 7.723
C -0.546 -3.874 6.061
C -1.486 -4.875 6.267
H -4.080 -5.984 4.110
H -3.725 -7.457 5.055
H -5.309 -6.700 5.192
H -3.802 -5.555 8.256
H -5.082 -6.565 7.513
H -3.418 -7.179 7.597
H -4.273 -3.222 5.219
H -2.611 -1.382 4.995
H 3.796 0.212 7.293
H 5.271 -1.689 6.498
H 4.264 -3.599 5.269
H 1.823 -3.598 4.734
H -2.363 -0.226 6.727
H -2.261 1.719 8.279
H -0.064 2.675 8.937
H 2.068 1.629 8.076
H 0.494 -4.089 6.290
H -1.179 -5.849 6.659
*
```

The total energy is -2022.37359 hartree. As for the relative energy (zero: lowest compared OMol25 entry of this formula, charge and spin): 175.6 kJ/mol. As for the HOMO-LUMO gap: 4.26 eV. As for the HOMO energy: -6.71 eV.


No. 4
A molecular structure, C29H24KN7O3S in a non-equilibrium geometry. Source: OMol25; level of theory: ωB97M-V/def2-TZVPD.

ORCA input file:
```
! wB97M-V def2-TZVPD RIJCOSX def2/J DEFGRID3
* xyz -2 1
K 0.419 0.737 -0.491
C 1.386 1.518 3.320
N 0.261 0.734 2.742
C 0.561 -0.724 2.792
C -0.581 -1.597 2.289
C -1.228 -2.433 3.214
C -2.184 -3.300 2.766
C -2.605 -3.274 1.435
C -1.876 -2.449 0.599
N -0.859 -1.640 0.993
C -1.026 1.185 3.351
C -2.096 1.504 2.333
C -3.447 1.475 2.878
C -4.500 1.714 2.008
C -4.217 1.987 0.661
C -2.920 2.017 0.212
N -1.866 1.805 1.064
C 2.620 1.371 2.497
C 3.732 0.675 2.964
C 4.874 0.603 2.160
C 4.885 1.319 0.945
C 3.760 2.057 0.624
N 2.658 2.075 1.372
H 1.124 2.611 3.306
H 1.544 1.269 4.364
H 1.459 -0.900 2.152
H 0.795 -0.965 3.854
H -0.842 -2.477 4.229
H -2.712 -3.942 3.478
H -3.428 -3.867 1.056
H -2.185 -2.371 -0.476
H -1.454 0.443 4.060
H -0.820 2.095 3.974
H -3.557 1.296 3.964
H -5.511 1.673 2.314
H -5.038 2.052 -0.092
H -2.652 2.280 -0.817
H 3.727 0.145 3.928
H 5.662 -0.095 2.441
H 5.702 1.261 0.261
H 3.613 2.580 -0.339
O -0.991 2.499 -2.320
C -0.269 1.952 -3.182
O 0.970 1.751 -3.226
C -0.983 1.558 -4.463
C -0.667 2.291 -5.616
C -1.377 2.050 -6.792
C -2.407 1.112 -6.788
C -2.668 0.379 -5.619
C -1.926 0.463 -4.428
S -2.115 -0.857 -3.439
H 0.209 2.979 -5.562
H -1.036 2.570 -7.680
H -3.005 0.998 -7.683
H -3.434 -0.390 -5.662
N 1.873 -2.858 -2.535
C 2.315 -2.291 -1.407
O 1.898 -1.176 -1.055
C 3.310 -3.048 -0.623
C 3.553 -2.653 0.694
N 3.914 -2.303 1.765
C 3.925 -4.169 -1.233
N 4.478 -5.089 -1.720
H 2.114 -3.820 -2.757
H 1.142 -2.394 -3.054
*
```

The total energy is -2726.74470 hartree. As for the relative energy (zero: lowest compared OMol25 entry of this formula, charge and spin): 0.0 kJ/mol. As for the HOMO-LUMO gap: 4.22 eV. As for the HOMO energy: -0.45 eV.